16
Properties=species:S:1:pos:R:3:forces:R:3 method="wB97M-V/def2-TZVPD" relative_energy_kcal_mol=120.6 orbital_gap_ev=6.7 lumo_energy_ev=-1.99 total_energy_ev=-23188.468
C -0.149973 0.727403 2.166323 -1.7510 1.2803 -0.7503
C -1.215950 0.834713 1.314021 1.7192 -0.6281 -2.2062
C 0.843969 -0.025192 1.508609 -0.1423 -1.9356 0.5025
C -0.808778 0.160235 0.055386 -3.7585 0.7323 0.6017
C -1.600936 0.070975 -1.071770 2.5969 -0.5174 1.4068
N 0.384800 -0.406399 0.321190 1.5750 -1.0835 0.4247
N 0.885476 0.242620 -1.926174 -2.1347 -3.2703 2.5387
O 2.626714 -1.156349 -0.651037 0.0396 -0.2633 0.2884
O 0.599436 -2.298368 -1.398039 -0.7960 -0.4820 0.0556
S 1.264948 -1.082750 -1.095496 0.9459 3.6261 -1.5584
H -0.170561 1.410554 2.980493 0.7506 -0.4336 1.1907
H -2.148954 1.323388 1.391862 -0.6160 0.5750 0.3763
H 1.654484 -0.580039 2.012441 0.1020 0.9249 -0.8835
H -1.470113 -0.561304 -1.917941 0.5368 -0.5416 -0.1868
H -2.297239 0.819069 -1.208881 -1.9833 1.2148 0.2510
H 1.602677 0.521444 -2.480988 2.9157 0.8020 -2.0512

12
Properties=species:S:1:pos:R:3:forces:R:3 method="wB97M-V/def2-TZVPD" relative_energy_kcal_mol=118.4 orbital_gap_ev="8.2 / 8.2" lumo_energy_ev="-0.52 / -0.52" total_energy_ev=-8335.326
C 1.433597 0.113216 -0.517584 0.0428 -0.0537 -0.0452
C 0.400071 0.466262 0.489811 -0.0793 0.0663 0.1634
O 0.780020 1.132773 1.498655 0.0954 -0.2566 -0.6602
C -1.017408 0.171326 0.394231 -0.3841 0.0859 -0.3206
C -1.559885 -0.743882 -0.397226 0.2374 -0.1541 -0.1479
O -0.184502 1.418396 2.405649 0.0457 0.3924 0.9075
H 1.221686 0.610697 -1.467596 -0.0388 -0.0436 0.0658
H 2.431405 0.402375 -0.185396 -0.1664 -0.0151 0.0795
H 1.414300 -0.963688 -0.697636 0.0381 0.0232 -0.0274
H -1.642896 0.780653 1.020461 0.0155 0.1673 0.1717
H -0.938384 -1.382927 -0.997828 0.0864 -0.2887 -0.2546
H -2.630948 -0.898500 -0.455901 0.1073 0.0767 0.0680